# 1
2 unconnected molecules or ions with the total composition C8H5I2NO2 at a distorted geometry, computed with ωB97M-V/def2-TZVPD.

The geometry in ORCA input format:
```
! wB97M-V def2-TZVPD RIJCOSX def2/J DEFGRID3
* xyz 0 1
C -1.01248 -0.86238 0.06379
I 4.44581 -1.87419 -0.49066
H 2.01710 1.50870 0.41341
O 4.05159 0.87649 2.60975
H -1.86281 -1.52013 -0.03172
C 0.13681 1.16069 -0.55925
C -0.94744 0.30446 -0.68641
I 5.62200 1.32028 0.10650
H 0.00537 -2.09894 1.50039
H 0.18683 2.06446 -1.14745
C 0.01823 -1.18652 0.92151
C 3.31088 0.20081 2.03482
N 4.06689 0.07313 -0.10521
O 2.38819 -1.81507 2.45214
C 1.11531 -0.33244 1.04455
C 2.22678 -0.72909 1.90828
C 1.16264 0.85480 0.31181
H -1.74386 0.54809 -1.37324
*
```

F_max = 0.07556 Eh/bohr
Energy = -1108.3399 Ha
Frontier orbital gap (spin up / spin down) = 6.49 / 6.49 eV
Lowest unoccupied orbital energy (spin up / spin down) = -1.59 / -1.60 eV
ΔE to the lowest compared entry with this formula, charge and spin = 0.0000 eV

=====

# 2
H4NPS in the gas phase at a distorted geometry, computed with ωB97M-V/def2-TZVPD.

The geometry in ORCA input format:
```
! wB97M-V def2-TZVPD RIJCOSX def2/J DEFGRID3
* xyz 0 1
H -1.13064 -0.04863 0.49740
H 2.35345 1.53458 1.54707
N -0.83276 -0.08696 -0.48721
P 0.86949 -0.20499 -0.43630
H -1.16263 0.75084 -0.99032
H 0.89923 -1.35675 0.27559
S 1.26846 0.64376 1.55878
*
```

F_max = 0.03005 Eh/bohr
Energy = -796.6856 Ha
Frontier orbital gap = 10.13 eV
Lowest unoccupied orbital energy = 0.82 eV
ΔE to the lowest compared entry with this formula, charge and spin = 0.0896 eV
SMILES string = NPS

=====

# 3
C3H6BrClOS in the gas phase at a distorted geometry, computed with ωB97M-V/def2-TZVPD.

The geometry in ORCA input format:
```
! wB97M-V def2-TZVPD RIJCOSX def2/J DEFGRID3
* xyz 0 1
H -2.20683 -1.05383 -0.76525
C 1.67455 1.70755 0.19041
H 2.01812 2.16864 1.09005
H -1.83494 -1.85798 0.77094
Br 0.25284 -1.15743 -2.16273
C 0.25527 -0.85667 -0.13135
O -0.80171 -0.16526 0.27831
H 0.35967 -1.86370 0.26686
S 1.87511 -0.09207 0.40421
H 0.58587 1.88585 0.16946
H -2.82150 -0.35695 0.75556
C -2.01715 -0.84185 0.20859
Cl 2.66072 2.48371 -1.07506
*
```

F_max = 0.09323 Eh/bohr
Energy = -3625.4967 Ha
Frontier orbital gap = 9.97 eV
Lowest unoccupied orbital energy = 0.63 eV
ΔE to the lowest compared entry with this formula, charge and spin = 0.3002 eV
SMILES string = CO[C@@H](Br)SCCl

=====

# 4
C6H6 in the gas phase at a distorted geometry, computed with ωB97M-V/def2-TZVPD.

The geometry in ORCA input format:
```
! wB97M-V def2-TZVPD RIJCOSX def2/J DEFGRID3
* xyz 0 1
C -0.18499 -0.89919 0.06529
H -3.30341 -1.03452 -1.98746
C 1.41890 0.89227 0.90552
C -2.41480 -1.01927 -1.39582
C 0.06998 0.55419 0.59596
H -0.78446 0.91885 1.15906
C -1.40632 -0.99303 -0.73904
H 3.23997 1.73318 0.17237
H 0.36489 1.55903 0.00947
C 2.60135 1.15862 0.80732
H -0.27766 -1.60899 0.91377
H 0.67654 -1.26114 -0.50644
*
```

F_max = 0.06279 Eh/bohr
Energy = -232.0155 Ha
Frontier orbital gap = 10.13 eV
Lowest unoccupied orbital energy = 0.87 eV
ΔE to the lowest compared entry with this formula, charge and spin = 5.7375 eV
SMILES string = C#CCCC#C

=====

# 5
A molecular structure, C46H44Cl7N6O6P2Rb at a distorted geometry, computed with ωB97M-V/def2-TZVPD.

The geometry in ORCA input format:
```
! wB97M-V def2-TZVPD RIJCOSX def2/J DEFGRID3
* xyz -2 1
C 1.28499 -4.07056 -1.59785
H -2.53526 -0.43011 -1.65552
H -4.98786 2.72341 -0.13051
N -2.16971 -0.39127 1.37612
H 4.65653 -1.82416 -6.02319
H -0.97817 -2.78285 3.30474
H 2.47188 -5.79211 -1.03753
O 4.27289 1.55300 0.51301
O -2.02073 -1.76160 1.38296
C -2.90092 0.06847 2.30328
C 1.80845 -1.52510 -4.11965
Cl -3.16365 3.36484 -6.87106
Cl -3.46317 1.28869 -4.59884
C 4.83866 -2.34460 1.11939
P 1.14779 -1.79320 2.03311
C 2.81952 -1.28012 -5.09128
C -2.71742 2.47519 1.46700
H -3.86342 3.49547 -2.11450
C -1.96869 2.27765 -4.64538
P -2.08459 1.97113 -0.20386
H 3.46645 -0.12324 3.17991
C 2.38832 -4.93780 -1.70034
O 0.43093 -1.89122 0.72950
H 5.60266 -2.35190 0.34231
H 2.74986 -4.48427 2.85911
C -0.85678 4.34271 -0.80775
H -6.79175 -0.65749 -2.03656
C -5.90521 -0.13390 -1.69737
C -3.51709 -0.01147 -1.47325
O 3.39201 0.57872 -1.21006
C 0.15522 1.54431 3.79299
H 1.49803 -1.33648 4.81684
H 0.59207 1.01425 5.88581
C -1.03239 2.11146 -3.64955
C 1.76092 -4.35327 2.41391
C -0.23688 -3.56389 3.49429
Cl 1.45413 2.72884 -2.70311
C -3.08746 1.52668 2.44204
H -0.18211 -3.72392 4.57876
C 0.22558 3.87504 -4.81449
C -2.77254 5.27561 -2.58039
H 1.99320 1.02736 4.80556
C -4.65180 -0.69042 -1.89438
C 5.03946 -1.23859 2.15197
C 4.13802 -3.19918 -4.48628
C 0.92801 0.78998 4.87189
C -0.78544 4.02433 -5.75737
H 1.89304 -4.24743 1.33393
Cl -0.66253 5.22965 -7.00088
C -3.74650 3.30549 3.95626
C 3.93259 -2.08567 -5.26142
C -3.61541 1.95643 3.65815
H -1.42866 6.91218 -2.93756
H 5.82927 -1.44560 2.87577
H -0.91641 1.54449 4.01838
H -0.34383 0.80829 1.78837
C -3.62708 1.21766 -0.83431
C 2.05866 -2.73563 -3.29800
H 1.37927 1.03008 2.07645
H -1.19694 -1.86137 0.82537
H 1.06858 -5.98617 3.66940
C -1.89859 3.19707 -5.68228
H 0.47580 2.57873 3.67319
C 3.34917 -4.67359 -2.63561
H 0.28011 6.07289 -1.35013
N 1.08391 -3.16593 2.97754
C -1.60870 6.00460 -2.37356
C -0.65307 5.53889 -1.48151
C -4.89192 1.76838 -0.63696
C 0.44043 0.72795 2.54239
H -4.15085 3.61523 4.91169
C -6.02638 1.10356 -1.07408
H 0.51607 -4.24579 -0.84898
Cl 2.63885 0.12116 -6.11126
H -1.29434 -5.47233 3.30188
N 3.28352 1.29147 -0.18535
H 3.57370 -1.83606 3.65461
H 4.21665 -5.31195 -2.74147
Cl 5.57215 -4.18307 -4.75072
C -3.34255 4.24113 3.01579
C 3.46575 -2.00762 0.55605
N 2.73289 -1.49097 1.73913
H -4.54736 -1.64485 -2.39413
C 3.21192 -3.55039 -3.48367
H 4.82593 -3.32777 1.60357
H -0.92584 -4.65574 1.77436
H -2.55973 4.56556 1.05443
C 3.66435 -1.13389 2.81221
H -3.34834 -0.59763 3.04341
C 0.07759 2.91824 -3.81473
C -0.55116 -4.86966 2.77801
H 2.95233 -2.85530 0.11174
H -0.06730 3.94730 -0.17607
H 3.55050 -1.23054 -0.20399
O 2.14403 1.69740 0.14752
H 0.89605 -6.30159 1.94106
C -2.02488 3.60834 -1.00487
Cl 1.62037 4.91350 -4.90078
H -3.90870 1.20884 4.38769
H -7.00375 1.54827 -0.92633
H 5.25866 -0.29999 1.64005
C 0.68853 -0.67370 4.50637
H -3.50186 5.61001 -3.30923
C 0.82345 -5.52870 2.70666
H -0.23189 -1.03472 4.98200
O 0.81039 -0.81031 -3.94401
C -2.84372 3.82069 1.78869
N 1.12532 -3.01735 -2.35920
C -2.98209 4.08734 -1.89617
N 0.52748 -0.66548 3.04690
H -3.42646 5.30191 3.21913
Rb 0.91697 0.08961 -1.46536
*
```

F_max = 0.04449 Eh/bohr
Energy = -6487.4805 Ha
Frontier orbital gap = 5.38 eV
Lowest unoccupied orbital energy = 3.44 eV
ΔE to the lowest compared entry with this formula, charge and spin = 0.8616 eV

=====

# 6
C4H9NO3 in the gas phase at a distorted geometry, computed with ωB97M-V/def2-TZVPD.

The geometry in ORCA input format:
```
! wB97M-V def2-TZVPD RIJCOSX def2/J DEFGRID3
* xyz 0 1
C -0.64729 1.16277 1.25987
H -1.84450 0.20070 -1.07616
C 0.71346 -0.06117 -0.42690
C -0.14029 -0.23493 0.86222
O -1.46149 -0.49962 -1.60607
O -0.93571 2.01551 0.47899
O -0.78194 1.17346 2.60995
H 0.22916 -1.24889 -2.14665
H 1.34191 -1.96762 -0.29083
H 2.49049 -0.94142 0.29851
H -0.99873 -0.84945 0.60806
H 1.21748 0.90557 -0.53299
H 0.42562 -0.67612 1.66650
H 0.03242 0.55281 -2.48520
C -0.04097 -0.25486 -1.76271
N 1.80242 -1.07484 -0.42530
H -1.40205 1.79809 2.96869
*
```

F_max = 0.04916 Eh/bohr
Energy = -438.2789 Ha
Frontier orbital gap = 9.97 eV
Lowest unoccupied orbital energy = 0.53 eV
ΔE to the lowest compared entry with this formula, charge and spin = 1.3661 eV
SMILES string = N[C@@H](CO)CC(=O)O

=====

# 7
A molecular structure, C8H8F5N3OSTeTi, computed with ωB97M-V/def2-TZVPD.

The geometry in ORCA input format:
```
! wB97M-V def2-TZVPD RIJCOSX def2/J DEFGRID3
* xyz 1 2
H -1.99038 -4.94225 2.09923
H -4.24723 2.28950 -2.50072
F 0.08487 -0.25881 5.28471
S -0.15031 -0.35165 -2.05723
C -1.54905 0.49700 -1.54557
C -3.69969 1.79720 -0.48583
N -1.16199 -3.05913 1.65057
C -2.36333 -4.01970 0.09056
H -2.05469 -2.29614 -1.28363
F 1.44567 1.24290 3.77058
H -2.85087 1.13797 1.39840
N -1.17500 -2.19090 0.62319
H -2.96638 -4.71974 -0.45852
C -2.44459 1.12678 -2.40957
O -0.16947 -0.28609 2.52380
C -1.87990 -4.15043 1.37786
N -1.72566 0.51591 -0.20099
F 0.81674 1.18225 0.38728
C -1.89797 -2.78081 -0.33495
F 1.52159 -1.39499 0.80618
Ti 0.07663 -0.37703 0.74090
H -2.27034 1.09260 -3.47543
H -0.67113 -2.83996 2.51928
H -4.53520 2.30617 -0.02724
Te 1.15167 -0.62545 3.83292
C -2.76389 1.14587 0.31892
C -3.53568 1.78698 -1.86009
F 0.24083 -2.36915 3.92934
*
```

⟨S²⟩ = 0.775
F_max = 0.01101 Eh/bohr
Energy = -2564.1346 Ha
Frontier orbital gap (spin up / spin down) = 8.99 / 6.52 eV
Lowest unoccupied orbital energy (spin up / spin down) = -4.47 / -6.94 eV

=====

# 8
A molecular structure, C17H30IMoN3O4P, computed with ωB97M-V/def2-TZVPD.

The geometry in ORCA input format:
```
! wB97M-V def2-TZVPD RIJCOSX def2/J DEFGRID3
* xyz 1 3
C 2.11530 0.25822 -0.79082
H -1.70951 -1.07288 1.77384
H -1.25800 3.02999 -2.34919
H 1.88567 1.31589 -3.13530
C 3.31821 -3.14349 0.14956
O 4.77971 -2.10080 2.31705
C 1.42495 -3.21742 1.28745
I -3.21843 -3.56230 -0.93083
C 2.77798 -2.88593 1.41266
C -1.10299 2.35768 1.61263
N 1.14377 -3.61435 0.03409
H -2.09566 2.65250 1.28593
N -0.65815 -1.06218 -0.73244
H -1.06693 2.47635 2.69581
C -2.22875 0.52224 -2.84562
N 2.31760 -3.54086 -0.64928
O 3.01623 -2.02966 3.66613
H 0.21009 1.81689 -3.20290
H 2.35933 -3.85127 -1.61193
H 2.40243 0.39130 0.24903
C -3.41981 0.87010 -0.70863
C 0.95135 1.16522 -1.23257
H -3.53478 1.42500 0.22094
C 0.27068 -3.13141 2.24548
H -1.47595 0.85523 -3.55218
C 0.51867 0.51453 2.02309
H -3.00040 3.02570 -2.15896
H -3.19778 0.79825 -3.25296
C -2.06466 2.73164 -1.68439
H -2.19946 -0.56783 -2.77091
Mo -0.85567 -2.71478 -0.19482
C 0.88937 1.08832 -2.76494
P -0.65630 0.58897 -0.51677
H 0.83350 -0.51094 1.81154
C -2.12270 1.21383 -1.47125
H -2.89085 0.24607 1.62610
H 2.97430 0.52686 -1.39993
H 0.48179 3.31350 -1.13009
C -0.79025 0.89129 1.30951
H -1.82822 0.15625 3.01999
H 2.05853 -2.26572 3.65939
H -1.98412 3.29875 -0.75853
H 1.89653 -0.79867 -0.96438
C -1.88031 0.00561 1.94382
H 1.34396 1.18815 1.80434
H -3.50966 -0.19717 -0.50692
C 3.61610 -2.30910 2.51688
O 0.43041 -2.65257 3.35613
H 0.61677 0.09530 -3.12118
H -4.24863 1.15091 -1.35582
H 4.33034 -3.07060 -0.19409
H 1.47661 2.73684 0.21190
C 1.26739 2.61408 -0.84654
H -0.37509 3.04733 1.18646
O -0.82636 -3.54960 1.71111
H 2.16710 2.90516 -1.38881
H 0.32474 0.57559 3.09213
*
```

⟨S²⟩ = 2.019
F_max = 0.01938 Eh/bohr
Energy = -1838.1179 Ha
Frontier orbital gap (spin up / spin down) = 7.68 / 8.16 eV
Lowest unoccupied orbital energy (spin up / spin down) = -3.96 / -4.37 eV